Molecular formula: BrH2NOS
Method: DFT, ωB97M-V/def2-TZVPD

Structure (XYZ):
```
6
Properties=species:S:1:pos:R:3:nbo_charge:R:1
Br -2.358 0.801 0.189 -0.221
S -0.429 -0.389 -0.012 1.121
O -0.536 -1.832 -0.044 -0.868
N 1.773 0.331 -0.432 -0.361
H 1.859 1.090 -1.103 0.259
H -0.309 -0.002 1.401 0.070
```

multiplicity: 1
relative energy (zero: lowest compared OMol25 entry of this formula, charge and spin): 479.6 kJ/mol
gap between HOMO and LUMO (alpha / beta): 7.8 / 7.9 eV
LUMO energy (alpha / beta): -2.3 / -2.0 eV

Molecular formula: BrH2O2P
Method: DFT, ωB97M-V/def2-TZVPD

Structure (XYZ):
```
6
Properties=species:S:1:pos:R:3:nbo_charge:R:1
Br -1.422 0.731 -2.904 -0.208
P -0.421 0.426 3.347 1.537
O 0.708 1.493 3.354 -1.025
O -1.260 0.628 2.170 -1.035
H -2.621 1.353 -3.446 0.208
H 0.885 2.111 2.663 0.523
```

multiplicity: 1
structure (SMILES): O=PO.Br
relative energy (zero: lowest compared OMol25 entry of this formula, charge and spin): 78.4 kJ/mol
gap between HOMO and LUMO: 10.9 eV
LUMO energy: 0.2 eV

Molecular formula: BrH3NP
Method: DFT, ωB97M-V/def2-TZVPD

Structure (XYZ):
```
6
Properties=species:S:1:pos:R:3:nbo_charge:R:1
Br 2.668 1.047 1.316 -0.305
P 1.970 -0.137 -0.512 1.044
N 1.609 1.026 -1.449 -1.148
H -1.295 -0.553 -1.146 0.002
H 1.386 1.028 -2.441 0.409
H -1.260 -1.275 -1.191 -0.002
```

multiplicity: 1
structure (SMILES): [H]/N=P/Br.[H][H]
relative energy (zero: lowest compared OMol25 entry of this formula, charge and spin): 133.3 kJ/mol
gap between HOMO and LUMO: 9.1 eV
LUMO energy: -0.7 eV

Molecular formula: BrH3NP
Method: DFT, ωB97M-V/def2-TZVPD

Structure (XYZ):
```
6
Properties=species:S:1:pos:R:3:nbo_charge:R:1
Br 2.310 0.759 0.527 -0.195
P 0.984 -0.698 -0.347 0.265
N -0.949 0.567 -0.293 -0.643
H 0.455 -1.112 0.911 -0.078
H -1.400 -0.150 0.371 0.327
H -1.399 0.634 -1.168 0.323
```

<S²>: 2.0072
multiplicity: 3
relative energy (zero: lowest compared OMol25 entry of this formula, charge and spin): 232.5 kJ/mol
gap between HOMO and LUMO (alpha / beta): 7.4 / 7.1 eV
LUMO energy (alpha / beta): 0.7 / -2.5 eV

Molecular formula: BrH4N2OP
Method: DFT, ωB97M-V/def2-TZVPD

Structure (XYZ):
```
9
Properties=species:S:1:pos:R:3:nbo_charge:R:1
Br -2.652 0.371 0.610 -0.159
P -0.634 1.006 0.224 1.744
O 1.083 -2.113 -0.074 -0.936
N -0.209 1.206 -1.259 -1.171
N -0.096 1.531 1.574 -1.196
H 0.841 1.950 1.522 0.397
H 0.780 -2.894 -0.429 0.470
H 1.890 -1.887 -0.373 0.468
H -1.003 0.832 -1.795 0.383
```

multiplicity: 1
structure (SMILES): [H]/N=P(\Br)=N/[H].O
relative energy (zero: lowest compared OMol25 entry of this formula, charge and spin): 215.7 kJ/mol
gap between HOMO and LUMO: 9.8 eV
LUMO energy: -0.2 eV

Molecular formula: BrH6LiO3
Method: DFT, ωB97M-V/def2-TZVPD

Structure (XYZ):
```
11
Properties=species:S:1:pos:R:3:nbo_charge:R:1
Br -0.250 0.783 2.769 -0.922
O 1.654 -0.137 -0.382 -0.977
O -0.750 -1.726 0.095 -0.953
O -0.812 1.626 -0.728 -0.934
Li -0.405 0.166 0.286 0.856
H -1.733 1.756 -0.800 0.481
H -0.967 -2.289 -0.690 0.481
H -0.190 -2.444 0.478 0.494
H 1.894 0.664 -0.058 0.493
H -0.690 2.486 -0.626 0.481
H 2.248 -0.889 -0.346 0.501
```

multiplicity: 1
relative energy (zero: lowest compared OMol25 entry of this formula, charge and spin): 122.0 kJ/mol
gap between HOMO and LUMO: 7.3 eV
LUMO energy: -0.4 eV

Molecular formula: BrH8O4
Method: DFT, ωB97M-V/def2-TZVPD

Structure (XYZ):
```
13
Properties=species:S:1:pos:R:3:nbo_charge:R:1
Br 0.169 -1.751 -0.137 -0.932
O -2.425 0.289 -1.291 -0.971
O -1.360 -0.192 2.434 -0.982
O 3.006 -0.529 -1.876 -0.963
O 0.653 1.643 0.278 -0.972
H 0.749 0.691 0.262 0.489
H -0.781 -0.407 3.166 0.458
H 2.845 -1.225 -2.513 0.461
H -0.925 -0.562 1.667 0.498
H -2.575 0.851 -0.531 0.459
H 2.178 -0.439 -1.405 0.494
H 0.085 1.814 1.029 0.464
H -1.619 -0.185 -1.083 0.497
```

multiplicity: 1
relative energy (zero: lowest compared OMol25 entry of this formula, charge and spin): 7.1 kJ/mol
gap between HOMO and LUMO: 8.8 eV
LUMO energy: 3.7 eV
charge: -1

Molecular formula: BrH8O4
Method: DFT, ωB97M-V/def2-TZVPD

Structure (XYZ):
```
13
Properties=species:S:1:pos:R:3:nbo_charge:R:1
Br -0.152 -0.146 -1.414 -0.938
O -1.472 -2.179 1.141 -0.961
O 2.986 -1.304 -1.612 -0.982
O -0.780 3.112 -0.746 -0.971
O -0.907 0.862 1.990 -0.959
H -1.534 -3.132 1.043 0.451
H -0.321 1.609 1.848 0.456
H 2.066 -0.995 -1.717 0.502
H 0.128 3.104 -0.435 0.459
H -0.948 0.445 1.118 0.493
H 2.994 -1.662 -0.721 0.456
H -0.993 2.165 -0.809 0.498
H -1.067 -1.880 0.313 0.497
```

multiplicity: 1
relative energy (zero: lowest compared OMol25 entry of this formula, charge and spin): 16.5 kJ/mol
gap between HOMO and LUMO: 8.9 eV
LUMO energy: 3.7 eV
charge: -1

Molecular formula: BrH8O4
Method: DFT, ωB97M-V/def2-TZVPD

Structure (XYZ):
```
13
Properties=species:S:1:pos:R:3:nbo_charge:R:1
Br -0.476 -0.236 0.341 -0.533
O -1.020 1.708 1.826 -0.984
O 0.557 -2.407 1.299 -0.981
O -0.020 -0.602 -2.194 -0.990
O 0.824 1.695 -0.978 -0.976
H 1.689 1.287 -0.928 0.440
H -0.094 -1.772 0.999 0.420
H -1.187 0.893 1.353 0.411
H 0.283 1.184 -0.375 0.431
H -1.418 2.387 1.282 0.444
H 0.849 -0.265 -1.977 0.452
H 0.463 -3.148 0.701 0.441
H -0.450 -0.722 -1.347 0.425
```

multiplicity: 1
relative energy (zero: lowest compared OMol25 entry of this formula, charge and spin): 405.6 kJ/mol
gap between HOMO and LUMO: 8.8 eV
LUMO energy: 4.0 eV
charge: -1

Molecular formula: BrH8O4Zn
Method: DFT, ωB97M-V/def2-TZVPD

Structure (XYZ):
```
14
Properties=species:S:1:pos:R:3:nbo_charge:R:1
Br -0.757 -0.131 -0.239 -0.418
Zn -1.849 2.289 -0.549 1.428
O 2.111 -0.264 -2.291 -0.878
O 2.096 0.299 1.663 -0.437
O -2.731 -2.198 -2.079 -0.893
O -0.205 0.529 3.259 -0.581
H 1.509 -0.410 -1.561 0.429
H -2.981 -1.682 -2.846 0.474
H -2.242 -1.587 -1.528 0.422
H 2.381 0.650 -2.201 0.464
H 2.660 0.973 1.284 0.511
H -0.770 0.091 2.623 0.490
H -0.675 1.331 3.486 0.500
H 1.453 0.111 0.979 0.487
```

<S²>: 0.7585
multiplicity: 2
gap between HOMO and LUMO (alpha / beta): 3.6 / 2.7 eV
LUMO energy (alpha / beta): -13.5 / -14.4 eV
charge: +2

Molecular formula: BrHN2O2
Method: DFT, ωB97M-V/def2-TZVPD

Structure (XYZ):
```
6
Properties=species:S:1:pos:R:3:nbo_charge:R:1
Br -3.585 0.246 -0.193 -0.190
O 0.284 1.992 -0.529 -0.244
O -1.362 -0.252 1.283 -0.246
N -0.588 1.367 0.059 0.266
N -0.460 0.325 0.782 0.061
H 0.342 -0.179 0.604 0.353
```

multiplicity: 1
relative energy (zero: lowest compared OMol25 entry of this formula, charge and spin): 198.7 kJ/mol
gap between HOMO and LUMO (alpha / beta): 5.5 / 5.5 eV
LUMO energy (alpha / beta): -3.9 / -4.0 eV

Molecular formula: BrHf
Method: DFT, ωB97M-V/def2-TZVPD

Structure (XYZ):
```
2
Properties=species:S:1:pos:R:3:nbo_charge:R:1
Hf -1.033 0.515 0.605 2.726
Br 1.033 -0.515 -0.605 0.274
```

multiplicity: 1
relative energy (zero: lowest compared OMol25 entry of this formula, charge and spin): 97.8 kJ/mol
gap between HOMO and LUMO: 7.3 eV
LUMO energy: -20.8 eV
charge: +3

| no. | total energy (eV) |
| --- | --- |
| 1 | -84442.0727 |
| 2 | -83459.5847 |
| 3 | -80869.1101 |
| 4 | -80866.0758 |
| 5 | -84423.1980 |
| 6 | -76489.2227 |
| 7 | -78365.9036 |
| 8 | -78365.8063 |
| 9 | -78361.7734 |
| 10 | -126755.1981 |
| 11 | -77126.0217 |
| 12 | -71303.6627 |